# 1
The following is a DFT calculation (ωB97M-V/def2-TZVPD) of a cluster of 7 separate species, C33H72O9S3 in total.

Summary:
SMILES: CCOS(C)(=O)=O.CCOS(C)(=O)=O.CCOS(C)(=O)=O.c1ccccc1.CCCCCC.CCCCCC.CCCCCC
Molar mass (g mol⁻¹): 709.13

Structure (ORCA input):
```
! RIJCOSX wB97M-V def2-TZVPD def2/J DEFGRID3
* xyz 0 1
C -23.4703 9.7502 0.0639
C -23.3276 8.4847 -0.7085
O -24.1206 8.6880 -1.8330
S -23.8582 7.6410 -3.0770
C -22.3140 8.3772 -3.8540
O -23.5397 6.2735 -2.6630
O -24.9824 7.7322 -4.0337
H -22.7045 10.4313 -0.3073
H -23.3280 9.5830 1.1315
H -24.4360 10.2288 -0.0986
H -22.3082 8.2818 -1.0366
H -23.8102 7.7238 -0.0951
H -22.6993 9.0876 -4.5854
H -21.7666 7.4958 -4.1882
H -21.7583 8.8156 -3.0251
C -18.4571 7.0808 -6.1179
C -18.0811 6.7432 -4.6575
O -19.2646 6.8807 -3.8629
S -19.4657 5.9538 -2.5358
C -20.4288 4.6352 -3.2936
O -18.2211 5.3739 -2.0320
O -20.3460 6.6594 -1.5704
H -18.7584 8.1103 -5.9243
H -19.2760 6.4166 -6.3944
H -17.6568 7.2832 -6.8297
H -17.7921 5.7049 -4.8204
H -17.0890 7.1329 -4.4296
H -19.8151 4.1056 -4.0222
H -21.3547 5.0101 -3.7297
H -20.7586 3.9321 -2.5288
C -15.0600 4.1093 -0.6533
C -14.7709 5.1031 0.3983
O -14.2093 6.3392 -0.1877
S -14.8018 7.8239 0.3087
C -16.4632 7.7698 -0.4510
O -14.9990 7.7502 1.7666
O -14.0786 8.8953 -0.3919
H -15.5749 3.2334 -0.2585
H -14.1580 3.6870 -1.0961
H -15.6927 4.4773 -1.4610
H -15.6690 5.3176 0.9775
H -14.0140 4.7465 1.0969
H -16.8588 6.9324 0.1238
H -16.3427 7.4992 -1.4999
H -17.0105 8.6757 -0.1904
C -18.6462 4.5591 2.2087
C -17.7946 5.1678 3.1560
C -17.7439 6.5207 3.2414
C -18.4314 7.3648 2.3153
C -19.1377 6.8317 1.2610
C -19.3093 5.4097 1.3105
H -18.5834 3.4852 2.1128
H -17.2612 4.5554 3.8679
H -17.0383 6.8469 3.9911
H -18.1765 8.4135 2.2754
H -19.7609 7.4947 0.6791
H -19.9390 4.8826 0.6089
C -13.4332 5.8796 -5.7375
C -13.5631 7.4445 -6.1577
C -13.1403 8.4729 -5.1552
C -14.2446 8.9044 -4.2302
C -15.2224 9.8964 -4.9287
C -16.3751 10.3703 -4.0357
H -13.6363 5.1189 -6.4912
H -13.9370 5.7881 -4.7752
H -12.3887 5.6888 -5.4911
H -12.9558 7.6116 -7.0473
H -14.6268 7.5552 -6.3683
H -12.6402 9.3216 -5.6215
H -12.3884 7.9429 -4.5705
H -14.8658 8.0454 -3.9766
H -13.7418 9.4782 -3.4517
H -14.6476 10.7641 -5.2524
H -15.5588 9.3323 -5.7986
H -17.0546 9.5282 -3.9042
H -16.0674 10.7151 -3.0485
H -17.0337 11.1979 -4.2994
C -23.9480 0.2453 0.7517
C -23.2692 1.5674 0.8654
C -23.7421 2.4947 -0.3043
C -22.9856 3.9082 -0.2746
C -23.1730 4.7557 1.0399
C -24.6423 5.1798 1.2835
H -24.9207 0.3413 1.2342
H -23.4167 -0.3502 1.4940
H -23.8570 -0.2068 -0.2359
H -23.4913 2.0479 1.8182
H -22.1936 1.5248 0.6939
H -24.7997 2.7316 -0.1887
H -23.6340 2.1065 -1.3170
H -21.9577 3.8482 -0.6324
H -23.3819 4.4430 -1.1378
H -22.6132 4.3129 1.8638
H -22.5529 5.6289 0.8376
H -25.3686 4.3756 1.4017
H -24.7338 5.7832 2.1866
H -24.9830 5.7020 0.3895
C -19.5595 10.2931 -9.5412
C -20.5100 9.2689 -10.1087
C -20.1146 7.8335 -9.9148
C -18.7791 7.4333 -10.5644
C -18.4327 5.8776 -10.4424
C -19.3763 4.8737 -11.1991
H -18.5612 10.4124 -9.9623
H -19.6146 10.1882 -8.4577
H -20.0974 11.2198 -9.7410
H -21.4955 9.3800 -9.6564
H -20.6523 9.5274 -11.1580
H -20.8935 7.2012 -10.3411
H -20.2177 7.5991 -8.8553
H -18.9383 7.7670 -11.5898
H -17.8983 7.8259 -10.0563
H -17.5322 5.8034 -11.0521
H -18.2885 5.5536 -9.4117
H -18.9034 3.8924 -11.2388
H -20.2886 4.6923 -10.6308
H -19.5301 5.0578 -12.2624
*
```

Results of the Mulliken charge analysis, in e, for atoms 1 through 4: -1.640, 1.291, -0.426, 1.126


# 2
The following is a DFT calculation (ωB97M-V/def2-TZVPD) of a cluster of 5 separate species, C33H73IN2O13P2S2 in total.

Summary:
SMILES: CCN(CC)C(=S)SCCC[C@@]1(CCCCCN)OC(=O)[C@H](PP(=O)(O)O)[C@H]1I.COCCOC.COCCOC.COCCOC.COCCOC
Molar mass (g mol⁻¹): 958.93

Structure (ORCA input):
```
! RIJCOSX wB97M-V def2-TZVPD def2/J DEFGRID3
* xyz 0 1
C -5.5506 1.0376 2.3419
C -5.8917 2.3848 2.9698
N -5.2326 3.4889 2.2635
C -5.0710 4.6911 3.0952
C -3.7973 4.6285 3.9300
C -5.8260 3.7781 1.0065
S -7.3987 4.1318 0.7615
S -4.7662 3.7223 -0.3659
C -3.1436 3.3118 0.3352
C -2.0858 3.4483 -0.7623
C -0.6619 3.7712 -0.2589
C 0.3174 2.6096 -0.3038
C 0.6939 2.3340 -1.7745
C 1.5158 3.4097 -2.4906
C 2.9676 3.5376 -2.0312
C 3.8495 4.2295 -3.0673
C 5.1590 4.7006 -2.4517
N 5.9274 3.5518 -1.9538
O 1.5020 2.9241 0.4643
C 2.1872 1.7654 0.6799
O 3.3562 1.7244 0.9191
C 1.2213 0.5856 0.5955
P 1.7455 -0.7201 -0.6366
P 2.1273 -2.4230 0.6464
O 1.6743 -3.6330 -0.0430
O 3.6760 -2.2770 0.9689
O 1.5291 -2.2170 2.1318
C -0.1288 1.2976 0.3830
I -0.8452 1.7116 2.4014
H -5.5089 1.1125 1.2535
H -6.2982 0.2882 2.5996
H -4.5794 0.6826 2.6898
H -5.5051 2.4187 3.9884
H -6.9761 2.5371 2.9973
H -5.9431 4.8222 3.7471
H -5.0395 5.5603 2.4375
H -3.8415 5.3448 4.7510
H -3.6593 3.6351 4.3590
H -2.9143 4.8582 3.3328
H -3.1909 2.2962 0.7175
H -2.9502 3.9689 1.1777
H -2.3845 4.2339 -1.4578
H -2.0749 2.5206 -1.3402
H -0.2604 4.5611 -0.8928
H -0.6858 4.1841 0.7508
H 1.2547 1.4042 -1.8795
H -0.2407 2.1816 -2.3208
H 1.0234 4.3845 -2.4533
H 1.5268 3.1244 -3.5478
H 3.3676 2.5495 -1.7880
H 3.0055 4.1136 -1.1016
H 3.3110 5.0921 -3.4716
H 4.0868 3.5294 -3.8721
H 5.7665 5.2202 -3.1941
H 4.9346 5.4274 -1.6580
H 6.8844 3.8353 -1.7679
H 5.5575 3.2796 -1.0481
H 1.2055 0.0831 1.5601
H 0.4680 -1.1342 -1.0558
H 3.9024 -2.3600 1.9027
H 0.5961 -2.4702 2.1382
H -0.9200 0.7431 -0.1095
C -7.0163 2.0417 -3.0164
O -8.1464 1.2522 -2.6934
C -9.2792 2.0184 -2.3198
C -10.2786 2.1409 -3.4487
O -9.7613 2.8762 -4.5443
C -9.3096 2.0661 -5.6111
H -6.2760 1.3785 -3.4633
H -7.2647 2.8312 -3.7306
H -6.5891 2.4924 -2.1163
H -8.9720 3.0132 -1.9809
H -9.7597 1.5101 -1.4780
H -11.1618 2.6726 -3.0819
H -10.5939 1.1435 -3.7739
H -10.1524 1.6111 -6.1436
H -8.6415 1.2747 -5.2619
H -8.7685 2.7124 -6.3003
C 0.8002 -8.1100 -2.1016
O 0.1886 -8.7818 -1.0162
C 1.0620 -9.6480 -0.3133
C 1.5822 -9.0157 0.9593
O 2.4077 -7.8972 0.6980
C 1.7452 -6.6528 0.8606
H 0.1060 -7.3418 -2.4374
H 1.7387 -7.6363 -1.8052
H 0.9923 -8.8005 -2.9305
H 1.9034 -9.9451 -0.9482
H 0.4950 -10.5486 -0.0577
H 2.1814 -9.7527 1.5036
H 0.7390 -8.7286 1.5984
H 1.5834 -6.4516 1.9273
H 0.7831 -6.6405 0.3435
H 2.3747 -5.8744 0.4421
C 0.1023 -6.4562 4.8585
O -0.8674 -7.2907 5.4610
C -2.1060 -6.6405 5.6870
C -3.1306 -6.9992 4.6333
O -2.7451 -6.5466 3.3474
C -2.2009 -7.5704 2.5325
H 0.9281 -7.0901 4.5383
H -0.3018 -5.9322 3.9883
H 0.4853 -5.7222 5.5768
H -1.9655 -5.5544 5.7111
H -2.4776 -6.9554 6.6667
H -4.0820 -6.5220 4.8876
H -3.2871 -8.0829 4.6236
H -2.9873 -8.2515 2.1901
H -1.4355 -8.1416 3.0638
H -1.7502 -7.0972 1.6615
C 12.9353 3.9488 -1.6138
O 12.2167 3.0231 -0.8216
C 11.1394 3.5983 -0.1046
C 9.8085 3.3404 -0.7757
O 9.7127 3.9887 -2.0339
C 9.9231 3.1211 -3.1352
H 13.6010 3.3747 -2.2558
H 12.2683 4.5507 -2.2359
H 13.5382 4.6160 -0.9879
H 11.2896 4.6765 0.0148
H 11.1261 3.1454 0.8914
H 9.0123 3.7407 -0.1394
H 9.6456 2.2635 -0.8848
H 9.0639 2.4576 -3.2790
H 10.8247 2.5184 -3.0032
H 10.0363 3.7458 -4.0195
*
```

Results of the Mulliken charge analysis, in e, for atoms 1 through 4: -1.005, -0.740, 0.517, -0.682


Number 1: LUMO level 0.102 eV, HOMO level -9.1721 eV, frontier orbital gap 9.274 eV. Number 2: LUMO level -0.211 eV, HOMO level -8.8118 eV, frontier orbital gap 8.601 eV.